{"formula": "C3H2InO2", "method": "wB97M-V/def2-TZVPD", "symbols": ["O", "C", "C", "In", "O", "H", "C", "H"], "coordinates": [[0.94, 0.46, -0.07], [-0.23, 0.14, -0.03], [-1.06, -1.15, 0.16], [2.46, 0.28, -1.01], [-1.26, 0.92, 0.14], [-2.96, -0.30, 0.75], [-2.22, -0.28, -0.05], [-2.68, -0.34, -1.05]], "lumo_energy_ha": [-0.7110, -0.7017], "total_charge": 3, "e_above_lowest_ev": 2.258, "multiplicity": 1, "total_energy_ev": -12365.500, "orbital_gap_ha": [0.3221, 0.2505]}